The following is a quantum chemistry calculation of a cluster of 2 separate species, C4H13N2O in total in a non-equilibrium geometry, from OMol25.

Computed properties:
**Total energy**: -344.71180 a.u.
**E_LUMO**: -2.845 eV
**HOMO level**: -14.15 eV

```
! wB97M-V def2-TZVPD RIJCOSX def2/J DEFGRID3
* xyz 1 1
C 0.2892 0.8532 1.5680
C -0.8666 1.1919 0.6446
C -0.4241 1.5080 -0.7810
C -0.5617 -0.3161 -2.2174
N 0.1529 0.2968 -1.3898
N 1.2138 -0.1771 0.9772
H 0.8212 1.7696 1.7540
H -0.0157 0.4527 2.5372
H -1.4041 2.0506 1.0068
H -1.5648 0.3616 0.5602
H 0.3271 2.2993 -0.8149
H -1.3094 1.8187 -1.3448
H -1.5351 0.0063 -2.5976
H -0.1391 -1.1838 -2.7053
H 2.0350 -0.3167 1.5605
H 1.4284 0.1092 0.0116
H 0.7596 -1.0819 0.7854
H 0.0029 -3.1093 -0.5901
H 0.4789 -3.6801 0.7485
O 0.3114 -2.8527 0.2871
*
```